Here is a 7-piece molecular cluster, C49H93BClF8N4O13S7 overall at a distorted geometry from the Open Molecules 2025 dataset. Energies are from ωB97M-V with the def2-TZVPD basis set.

## Properties
frontier orbital gap	8.488	eV
largest force on an atom	0.040	hartree/bohr
ΔE to the lowest compared entry with this formula, charge and spin	0.00	kJ/mol
HOMO	-10.0623	eV

Geometry as ORCA input:
```
! wB97M-V def2-TZVPD RIJCOSX def2/J DEFGRID3
* xyz 1 1
C 0.351 1.016 3.746
C -0.080 0.355 2.645
C -1.373 0.560 1.842
S -2.218 2.044 2.537
C -2.124 -0.837 2.011
C -2.912 -0.865 3.356
C -4.392 -0.504 3.626
C -4.548 -0.352 5.149
C -5.092 0.685 2.957
C -2.761 -1.579 0.748
C -1.845 -2.839 0.575
C -1.815 -3.754 -0.655
C -2.792 -4.899 -0.761
F -2.326 -5.778 -1.670
F -4.015 -4.532 -1.202
F -2.930 -5.583 0.383
C -4.231 -2.002 0.957
C -4.623 -3.301 1.694
C -4.046 -3.801 3.013
Cl -6.412 -3.094 1.992
N -2.616 -0.747 -0.568
C -3.519 -1.187 -1.688
C -2.967 -0.991 -3.090
N -1.623 -1.575 -3.174
C -2.532 0.744 -0.267
C -3.182 1.769 -1.245
F -3.185 2.887 -0.459
F -2.539 2.039 -2.384
C -4.720 1.669 -1.578
F -5.381 1.074 -0.575
F -5.214 2.888 -1.722
F -4.969 1.028 -2.720
C -1.140 1.051 0.352
C 0.108 0.292 -0.201
C 0.325 0.339 -1.735
C 1.731 0.821 -2.101
C 2.853 -0.088 -1.603
N 2.596 -1.503 -1.915
B -0.469 2.519 0.286
N -0.584 3.371 -0.903
O 0.412 2.860 1.291
H 0.559 0.474 4.665
H 0.517 2.087 3.733
H 0.560 -0.459 2.294
H -2.362 1.716 3.825
H -1.274 -1.462 2.277
H -2.762 -1.838 3.821
H -2.291 -0.260 4.025
H -5.016 -1.367 3.402
H -5.580 -0.527 5.453
H -4.193 0.625 5.484
H -3.943 -1.103 5.666
H -4.818 0.851 1.916
H -4.895 1.613 3.493
H -6.170 0.515 3.006
H -0.828 -2.431 0.578
H -1.872 -3.432 1.486
H -1.808 -3.248 -1.619
H -0.848 -4.264 -0.645
H -4.789 -1.144 1.322
H -4.736 -2.155 0.006
H -4.651 -4.132 1.004
H -4.277 -4.865 3.092
H -2.969 -3.706 3.130
H -4.523 -3.340 3.876
H -1.710 -1.078 -0.934
H -4.539 -0.853 -1.539
H -3.665 -2.260 -1.604
H -3.630 -1.560 -3.746
H -3.012 0.012 -3.506
H -1.602 -2.236 -3.941
H -0.992 -0.848 -3.483
H -3.259 0.853 0.540
H 0.178 -0.738 0.161
H 0.993 0.772 0.228
H -0.430 0.947 -2.234
H 0.284 -0.686 -2.088
H 1.916 1.812 -1.670
H 1.820 0.930 -3.185
H 2.990 0.052 -0.523
H 3.796 0.187 -2.074
H 3.388 -2.068 -1.632
H 1.818 -1.852 -1.366
H -0.697 4.345 -0.644
H 0.214 3.286 -1.522
H 0.152 3.640 1.792
C 5.372 0.625 4.123
C 6.062 1.806 4.821
C 5.049 2.952 4.913
S 3.429 2.183 4.940
O 2.733 2.554 3.726
O 2.803 2.369 6.225
C 4.005 0.496 4.790
H 5.951 -0.294 4.222
H 5.242 0.826 3.066
H 6.354 1.498 5.825
H 6.962 2.123 4.299
H 5.158 3.545 5.819
H 5.095 3.593 4.038
H 3.289 -0.078 4.204
H 4.073 0.095 5.801
C 6.439 4.748 9.780
C 6.962 3.998 11.013
C 7.004 2.507 10.659
S 7.252 2.421 8.879
O 6.078 1.839 8.274
O 8.566 1.912 8.586
C 7.217 4.190 8.593
H 6.575 5.824 9.872
H 5.373 4.552 9.650
H 7.967 4.349 11.254
H 6.336 4.173 11.886
H 7.824 1.984 11.145
H 6.062 2.009 10.880
H 6.751 4.385 7.630
H 8.249 4.539 8.590
C 7.829 4.384 -0.583
C 6.748 5.315 -0.018
C 5.522 4.451 0.305
S 6.156 2.808 0.674
O 5.682 1.886 -0.328
O 5.968 2.515 2.076
C 7.876 3.181 0.354
H 8.798 4.877 -0.643
H 7.554 4.061 -1.589
H 7.115 5.790 0.893
H 6.491 6.108 -0.719
H 4.968 4.808 1.170
H 4.853 4.355 -0.547
H 8.356 2.303 -0.073
H 8.339 3.434 1.308
C 1.820 -1.289 -8.250
C 1.965 -2.450 -7.259
C 1.402 -1.966 -5.912
S 0.157 -0.732 -6.307
O 0.581 0.545 -5.784
O -1.158 -1.248 -5.980
C 0.398 -0.763 -8.075
H 2.002 -1.608 -9.272
H 2.537 -0.501 -8.006
H 1.397 -3.312 -7.605
H 3.000 -2.768 -7.150
H 0.932 -2.766 -5.345
H 2.159 -1.477 -5.301
H 0.243 0.238 -8.470
H -0.336 -1.452 -8.494
C -10.206 0.206 0.386
C -9.564 1.544 0.779
C -9.603 1.642 2.310
S -9.571 -0.053 2.918
O -10.815 -0.333 3.582
O -8.305 -0.308 3.562
C -9.589 -0.839 1.310
H -10.029 -0.035 -0.661
H -11.285 0.250 0.544
H -8.527 1.565 0.435
H -10.077 2.389 0.322
H -8.745 2.172 2.718
H -10.524 2.097 2.667
H -10.158 -1.764 1.367
H -8.554 -1.051 1.038
C 0.436 -5.357 -11.756
C 1.261 -4.832 -12.939
C 2.439 -4.039 -12.359
S 2.784 -4.763 -10.748
O 2.508 -3.776 -9.724
O 4.048 -5.445 -10.772
C 1.443 -5.948 -10.774
H -0.295 -6.100 -12.069
H -0.103 -4.533 -11.284
H 1.636 -5.673 -13.524
H 0.664 -4.211 -13.604
H 3.338 -4.114 -12.966
H 2.187 -2.992 -12.201
H 1.058 -6.073 -9.765
H 1.852 -6.890 -11.138
*
```

=====

Here is C49H95BF12Hg2N5O13P2 as an isolated structure at a distorted geometry from the Open Molecules 2025 dataset. Energies are from ωB97M-V with the def2-TZVPD basis set.

## Properties
frontier orbital gap	0.942	eV
largest force on an atom	0.135	hartree/bohr
HOMO	-9.9900	eV

Geometry as ORCA input:
```
! wB97M-V def2-TZVPD RIJCOSX def2/J DEFGRID3
* xyz 1 1
Hg -7.325 -2.438 4.281
Hg -0.217 -4.988 -1.585
O -5.527 -2.510 -4.246
C -6.602 -2.122 -4.621
O -7.009 -1.952 -5.804
B -8.350 -1.236 -5.937
O -8.712 -0.965 -4.512
C -7.781 -1.576 -3.700
O -7.810 -1.668 -2.414
O -9.541 -1.984 -6.406
C -9.979 -1.430 -7.447
O -10.850 -1.910 -8.228
C -9.115 -0.124 -7.765
O -8.184 -0.008 -6.772
O -9.131 0.541 -8.797
P -1.249 0.377 2.221
F -2.727 -0.143 2.723
F -1.459 1.809 3.101
F -0.432 -0.398 3.419
F 0.161 0.920 1.766
F -0.924 -0.930 1.328
F -1.988 1.097 0.968
P -3.273 -5.638 7.244
F -3.636 -7.046 6.555
F -4.873 -5.199 7.144
F -3.348 -6.299 8.718
F -2.956 -4.223 7.944
F -1.687 -6.112 7.081
F -3.302 -4.881 5.750
C 2.290 -10.298 0.991
C 2.875 -9.990 2.362
C 4.317 -10.718 2.402
C 5.455 -10.103 3.155
C 5.545 -8.634 2.941
C 4.235 -7.934 3.354
N 3.147 -8.523 2.454
O 1.977 -7.786 2.621
C 4.069 -8.045 4.868
C 4.598 -6.484 2.920
C 2.007 -10.613 3.477
H 2.002 -11.346 0.912
H 3.049 -10.266 0.210
H 1.432 -9.662 0.776
H 4.297 -11.725 2.818
H 4.654 -10.868 1.376
H 6.455 -10.496 2.969
H 5.158 -10.180 4.201
H 5.976 -8.450 1.957
H 6.449 -8.185 3.351
H 3.432 -8.860 5.211
H 5.016 -8.224 5.377
H 3.624 -7.081 5.116
H 4.834 -6.330 1.867
H 3.723 -5.884 3.167
H 5.402 -6.161 3.581
H 1.057 -10.078 3.476
H 2.615 -10.518 4.376
H 1.773 -11.671 3.358
H 1.821 -7.878 3.564
C 9.809 4.231 -1.647
C 10.340 3.418 -0.399
C 11.367 4.255 0.272
C 11.790 3.824 1.577
C 10.687 3.396 2.586
C 9.338 2.619 1.948
N 9.170 3.031 0.485
O 8.128 2.504 -0.116
C 9.514 1.174 2.125
C 8.152 3.018 2.782
C 11.022 2.013 -0.850
H 10.609 4.818 -2.098
H 8.991 4.828 -1.243
H 9.383 3.754 -2.530
H 12.319 4.530 -0.181
H 10.909 5.235 0.410
H 12.374 4.672 1.934
H 12.407 2.933 1.462
H 10.381 4.309 3.097
H 11.166 2.707 3.281
H 10.440 0.909 1.615
H 9.567 0.856 3.167
H 8.845 0.587 1.497
H 8.345 3.163 3.845
H 7.808 3.998 2.452
H 7.252 2.430 2.601
H 12.016 1.936 -0.408
H 11.263 2.015 -1.913
H 10.367 1.176 -0.609
H 7.432 3.131 0.090
C 4.121 -0.647 -5.324
C 3.479 -2.023 -5.775
C 3.722 -2.230 -7.290
C 5.034 -2.998 -7.527
C 5.027 -4.191 -6.603
C 4.996 -3.982 -5.030
N 3.882 -3.067 -4.757
O 3.579 -2.728 -3.385
C 4.822 -5.404 -4.413
C 6.422 -3.363 -4.444
C 1.952 -1.755 -5.580
H 5.205 -0.549 -5.370
H 3.788 -0.291 -4.348
H 3.873 0.239 -5.909
H 2.827 -2.708 -7.688
H 3.851 -1.317 -7.871
H 5.868 -2.340 -7.283
H 5.072 -3.080 -8.613
H 5.981 -4.677 -6.810
H 4.414 -4.985 -7.030
H 4.410 -5.327 -3.407
H 4.148 -5.972 -5.054
H 5.753 -5.962 -4.509
H 6.738 -2.465 -4.975
H 6.400 -3.057 -3.399
H 7.204 -4.093 -4.653
H 1.575 -1.235 -4.699
H 1.570 -2.757 -5.775
H 1.607 -1.173 -6.435
H 4.392 -2.247 -3.214
C -9.779 1.893 9.548
C -10.094 0.936 8.438
C -11.661 0.882 8.080
C -12.218 2.243 7.545
C -11.386 2.552 6.234
C -9.837 2.563 6.465
N -9.427 1.309 7.201
O -8.058 1.099 7.427
C -9.149 2.305 5.103
C -9.520 3.886 7.122
C -9.732 -0.488 8.954
H -10.412 2.770 9.410
H -8.814 2.396 9.490
H -9.979 1.568 10.570
H -11.823 0.167 7.272
H -12.277 0.781 8.973
H -12.195 3.102 8.215
H -13.272 2.113 7.296
H -11.745 3.573 6.105
H -11.713 1.928 5.402
H -9.307 1.355 4.592
H -9.440 3.154 4.483
H -8.087 2.502 5.249
H -8.656 3.931 7.785
H -9.373 4.709 6.422
H -10.374 4.146 7.748
H -8.661 -0.522 9.154
H -9.953 -1.295 8.255
H -10.262 -0.806 9.851
H -7.809 1.753 8.083
C -3.959 7.906 -4.013
C -2.672 8.172 -4.683
C -2.607 7.301 -5.927
C -3.694 7.674 -6.902
C -3.599 9.216 -7.280
C -3.273 10.212 -6.160
N -2.508 9.543 -5.066
O -2.064 10.401 -4.027
C -2.406 11.354 -6.846
C -4.582 10.962 -5.752
C -1.444 7.681 -3.733
H -3.968 8.411 -3.047
H -4.006 6.833 -3.829
H -4.863 8.304 -4.474
H -1.633 7.399 -6.406
H -2.670 6.243 -5.671
H -4.564 7.406 -6.302
H -3.865 7.052 -7.780
H -4.604 9.382 -7.667
H -3.006 9.250 -8.194
H -1.862 12.038 -6.195
H -1.664 10.703 -7.309
H -2.726 11.974 -7.684
H -5.317 11.164 -6.531
H -5.051 10.456 -4.908
H -4.307 11.949 -5.381
H -1.725 6.681 -3.403
H -1.365 8.302 -2.841
H -0.454 7.855 -4.155
H -2.888 10.612 -3.583
*
```